{"formula": "C6H9N", "method": "wB97M-V/def2-TZVPD", "species": ["C", "C", "C", "C", "C", "N", "C", "H", "H", "H", "H", "H", "H", "H", "H", "H"], "xyz": [[-0.064, -1.564, -1.186], [0.328, -0.597, -0.025], [-0.673, -0.667, 1.213], [0.262, 0.902, -0.506], [-0.892, 1.951, -0.176], [-0.469, 2.369, 0.988], [0.767, 1.942, 0.368], [0.661, -1.114, -1.943], [0.246, -2.582, -0.914], [-1.192, -1.603, -1.395], [1.507, -0.757, 0.138], [-1.420, 0.069, 1.197], [-0.968, -1.648, 1.486], [-0.052, -0.323, 2.128], [0.480, 0.892, -1.535], [1.478, 2.730, 0.160]], "smiles": "CC(C)[C@H]1C2=N[C@H]21", "homo_lumo_gap_ev": [8.91, 8.92], "homo_energy_ha": [-0.3209, -0.3209], "e_above_lowest_ev": 5.6242, "total_charge": 0}

{"formula": "C5H6O", "method": "wB97M-V/def2-TZVPD", "species": ["C", "C", "C", "C", "O", "C", "H", "H", "H", "H", "H", "H"], "xyz": [[-1.435, -0.926, -0.207], [-0.130, -0.233, -0.376], [1.059, -0.909, -0.483], [1.865, -0.072, 0.256], [1.321, 1.061, 0.771], [0.087, 1.187, 0.037], [-1.217, -1.969, 0.044], [-2.063, -0.903, -1.103], [-1.990, -0.477, 0.626], [2.884, -0.241, 0.584], [-0.711, 1.618, 0.641], [0.330, 1.864, -0.789]], "smiles": "CC1=C=COC1", "homo_lumo_gap_ev": [7.66, 7.66], "homo_energy_ha": [-0.2971, -0.2971], "e_above_lowest_ev": 3.6708, "total_charge": 0}

{"formula": "C26H59AsN7OPbSi2", "method": "wB97M-V/def2-TZVPD", "species": ["Pb", "C", "C", "N", "C", "C", "N", "C", "C", "N", "H", "H", "H", "H", "H", "H", "H", "H", "H", "H", "H", "H", "H", "H", "H", "N", "C", "C", "C", "C", "N", "H", "H", "H", "H", "H", "H", "H", "H", "H", "H", "H", "H", "C", "C", "N", "C", "C", "C", "O", "C", "C", "C", "C", "N", "C", "H", "H", "H", "H", "H", "H", "H", "H", "H", "H", "H", "H", "H", "H", "C", "Si", "C", "C", "As", "Si", "C", "C", "C", "H", "H", "H", "H", "H", "H", "H", "H", "H", "H", "H", "H", "H", "H", "H", "H", "H", "H"], "xyz": [[0.473, -0.336, -0.047], [-0.972, 2.892, 1.438], [-0.664, 2.984, -0.068], [0.609, 2.348, -0.431], [1.794, 3.005, 0.143], [2.758, 1.999, 0.782], [2.064, 1.058, 1.673], [1.509, 1.689, 2.882], [0.037, 1.350, 3.133], [-0.789, 1.543, 1.951], [-0.337, 3.585, 1.994], [-2.001, 3.238, 1.574], [-1.455, 2.463, -0.614], [-0.685, 4.044, -0.357], [0.693, 2.320, -1.441], [2.348, 3.555, -0.620], [1.469, 3.732, 0.888], [3.217, 1.414, -0.015], [3.540, 2.556, 1.314], [2.715, 0.326, 1.935], [2.075, 1.404, 3.772], [1.605, 2.772, 2.791], [-0.044, 0.295, 3.410], [-0.297, 1.944, 3.997], [-1.679, 1.085, 2.071], [0.362, -2.623, 1.287], [-0.953, -3.193, 1.643], [-1.607, -3.976, 0.506], [-2.297, -3.167, -0.608], [-1.487, -2.854, -1.879], [-1.047, -1.442, -1.918], [0.875, -3.298, 0.728], [0.898, -2.478, 2.136], [-1.609, -2.377, 1.962], [-0.842, -3.878, 2.489], [-2.370, -4.598, 0.978], [-0.875, -4.666, 0.077], [-2.640, -2.219, -0.199], [-3.184, -3.725, -0.905], [-2.116, -3.072, -2.748], [-0.602, -3.485, -1.960], [-1.873, -0.855, -1.851], [-0.592, -1.264, -2.809], [-6.781, 5.367, -3.436], [-6.089, 4.065, -3.818], [-5.346, 3.459, -2.714], [-4.138, 4.140, -2.251], [-4.316, 4.895, -0.933], [-5.858, 2.345, -2.131], [-6.900, 1.812, -2.469], [-5.061, 1.695, -1.029], [-5.523, 1.699, 0.280], [-4.861, 0.939, 1.231], [-3.768, 0.190, 0.828], [-3.299, 0.190, -0.417], [-3.940, 0.927, -1.320], [-7.367, 5.722, -4.283], [-6.064, 6.145, -3.171], [-7.459, 5.208, -2.596], [-5.397, 4.231, -4.647], [-6.833, 3.335, -4.126], [-3.864, 4.850, -3.030], [-3.321, 3.421, -2.161], [-5.189, 5.543, -0.987], [-3.438, 5.510, -0.730], [-4.454, 4.208, -0.100], [-6.399, 2.280, 0.542], [-5.199, 0.911, 2.257], [-3.255, -0.469, 1.525], [-3.553, 0.891, -2.336], [5.672, 0.102, -1.009], [4.306, 0.252, -2.319], [4.938, -0.366, -3.992], [3.987, 2.115, -2.570], [2.320, -0.990, -2.015], [3.351, -2.939, -1.212], [2.138, -4.385, -1.430], [4.865, -3.502, -2.193], [3.872, -2.833, 0.617], [6.527, 0.730, -1.266], [6.029, -0.925, -0.927], [5.322, 0.407, -0.020], [5.953, -0.028, -4.212], [4.281, -0.003, -4.784], [4.925, -1.455, -4.040], [4.624, 2.487, -3.373], [4.206, 2.702, -1.677], [2.951, 2.302, -2.864], [1.966, -4.544, -2.496], [1.162, -4.208, -0.979], [2.537, -5.313, -1.015], [4.604, -3.638, -3.244], [5.225, -4.462, -1.816], [5.693, -2.794, -2.144], [3.042, -2.538, 1.263], [4.657, -2.083, 0.736], [4.265, -3.782, 0.985]], "homo_lumo_gap_ev": 7.33, "homo_energy_ha": -0.3439, "total_charge": 1}

{"formula": "C5H6O2", "method": "wB97M-V/def2-TZVPD", "species": ["C", "C", "C", "O", "C", "C", "O", "H", "H", "H", "H", "H", "H"], "xyz": [[2.765, 0.485, 0.065], [1.630, 0.284, -0.284], [0.534, -0.649, -0.396], [0.718, -1.704, -0.973], [-0.750, -0.396, 0.357], [-1.281, 1.019, 0.192], [-1.679, -1.344, -0.078], [3.787, 0.579, 0.331], [-0.479, -0.554, 1.420], [-2.240, 1.085, 0.712], [-1.440, 1.248, -0.865], [-0.599, 1.763, 0.620], [-1.144, -1.993, -0.573]], "smiles": "C#CC(=O)[C@@H](C)O", "homo_lumo_gap_ev": 10.44, "homo_energy_ha": -0.3849, "e_above_lowest_ev": 2.4539, "total_charge": 0}

{"formula": "C22H48N2O7PS", "method": "wB97M-V/def2-TZVPD", "species": ["C", "C", "N", "S", "P", "N", "O", "O", "H", "H", "H", "H", "H", "H", "H", "H", "C", "C", "C", "O", "C", "H", "H", "H", "H", "H", "H", "H", "H", "C", "C", "C", "O", "C", "H", "H", "H", "H", "H", "H", "H", "H", "C", "C", "C", "O", "C", "H", "H", "H", "H", "H", "H", "H", "H", "C", "C", "C", "O", "C", "H", "H", "H", "H", "H", "H", "H", "H", "C", "C", "C", "O", "C", "H", "H", "H", "H", "H", "H", "H", "H"], "xyz": [[2.551, -0.425, 1.688], [1.834, 0.872, 1.410], [0.715, 0.881, 0.357], [0.373, 2.525, -0.236], [-0.748, 0.260, 1.244], [-2.103, 0.523, 0.339], [-0.573, -1.481, 1.588], [-0.807, 1.198, 2.741], [2.494, -1.323, 0.919], [3.216, -0.513, 2.674], [2.171, 1.795, 2.046], [1.035, 0.245, -0.402], [0.361, 3.443, 0.840], [-2.696, 1.180, 0.930], [-0.380, -1.878, 0.678], [-1.558, 1.883, 2.657], [6.684, 2.217, -1.429], [5.491, 3.085, -1.122], [4.486, 2.075, -0.614], [5.234, 1.022, 0.010], [6.619, 1.187, -0.324], [7.631, 2.762, -1.449], [6.547, 1.731, -2.402], [5.744, 3.794, -0.324], [5.127, 3.654, -1.981], [3.914, 1.635, -1.437], [3.786, 2.506, 0.107], [7.140, 1.536, 0.575], [7.044, 0.224, -0.621], [0.904, -4.033, -3.147], [1.036, -4.879, -1.908], [1.583, -3.888, -0.904], [1.073, -2.599, -1.271], [0.484, -2.697, -2.575], [0.192, -4.428, -3.876], [1.880, -3.938, -3.638], [0.046, -5.226, -1.589], [1.679, -5.753, -2.039], [2.677, -3.839, -0.949], [1.286, -4.123, 0.122], [-0.604, -2.641, -2.455], [0.810, -1.854, -3.191], [-6.616, 3.226, 2.796], [-5.403, 4.033, 3.183], [-4.272, 3.164, 2.680], [-4.767, 2.457, 1.534], [-6.190, 2.627, 1.474], [-7.532, 3.818, 2.721], [-6.782, 2.430, 3.532], [-5.407, 4.989, 2.646], [-5.337, 4.242, 4.254], [-3.977, 2.421, 3.429], [-3.389, 3.745, 2.400], [-6.410, 3.305, 0.642], [-6.669, 1.664, 1.276], [-0.201, -1.295, -7.222], [0.938, -1.446, -8.197], [1.979, -2.156, -7.360], [1.269, -2.963, -6.409], [-0.113, -2.582, -6.431], [-1.174, -1.155, -7.702], [-0.016, -0.438, -6.564], [0.630, -2.086, -9.032], [1.295, -0.497, -8.606], [2.594, -1.443, -6.800], [2.639, -2.790, -7.960], [-0.673, -3.387, -6.920], [-0.482, -2.472, -5.408], [-2.055, -0.597, 7.216], [-1.620, -0.992, 5.828], [-2.777, -0.507, 4.983], [-3.326, 0.640, 5.648], [-2.762, 0.716, 6.965], [-1.229, -0.508, 7.927], [-2.765, -1.336, 7.606], [-0.706, -0.449, 5.558], [-1.427, -2.062, 5.715], [-3.566, -1.264, 4.917], [-2.471, -0.232, 3.970], [-2.057, 1.555, 6.978], [-3.553, 0.914, 7.694]], "homo_lumo_gap_ev": 7.50, "homo_energy_ha": -0.4170, "e_above_lowest_ev": 1.7905, "total_charge": 1}

{"formula": "C7H17N", "method": "wB97M-V/def2-TZVPD", "species": ["C", "C", "C", "C", "N", "C", "C", "C", "H", "H", "H", "H", "H", "H", "H", "H", "H", "H", "H", "H", "H", "H", "H", "H", "H"], "xyz": [[1.140, -1.711, 3.147], [0.481, -1.869, 1.776], [0.372, -0.527, 1.029], [0.120, -0.739, -0.450], [0.134, 0.681, -0.972], [0.768, 0.733, -2.292], [-1.343, 1.040, -1.160], [-1.583, 2.509, -1.327], [0.341, -1.471, 3.840], [1.676, -2.629, 3.348], [1.890, -0.933, 3.216], [-0.621, -2.036, 1.866], [0.794, -2.730, 1.157], [-0.400, 0.109, 1.484], [1.308, 0.075, 1.181], [0.907, -1.333, -0.815], [-0.821, -1.291, -0.692], [1.909, 0.943, -2.076], [0.909, -0.261, -2.834], [0.152, 1.355, -2.948], [-1.558, 0.529, -2.123], [-1.770, 0.576, -0.267], [-2.258, 2.855, -2.108], [-1.899, 3.048, -0.413], [-0.647, 3.077, -1.567]], "smiles": "CCCCN(C)CC", "homo_lumo_gap_ev": 9.69, "homo_energy_ha": -0.3151, "e_above_lowest_ev": 2.2719, "total_charge": 0}

Energy
In order: -288.57536, -269.21134, -4492.12869, -344.51173, -2242.32548, -331.58741
Unit: a.u.